# 1
Formula: C24H45ClO4P2Tc
Source: the OMol25 dataset
Level of theory: ωB97M-V/def2-TZVPD

Last column: Löwdin spin population.
Cartesian coordinates (Å):
Tc: 0.0000 0.0000 0.0000  0.9894
C: 1.2623 -1.6540 0.9386  0.0168
C: 1.7697 -1.4021 -0.4060  -0.0472
C: 2.0236 0.6285 0.7436  -0.0362
C: 1.4890 -0.4100 1.6688  0.0145
C: 2.2344 -0.0036 -0.5505  0.0052
C: 1.0232 -3.0375 1.5715  0.0023
H: 0.5760 -3.7306 0.8600  0.0007
H: 0.3633 -2.9856 2.4333  0.0001
H: 1.9659 -3.4700 1.9060  0.0006
C: 1.4358 -0.2439 3.1985  0.1132
H: 1.0242 -1.1167 3.6989  0.0048
H: 0.8621 0.6281 3.5042  0.0445
H: 2.4445 -0.1087 3.5876  0.0040
C: 2.5613 2.0023 1.1799  -0.0075
H: 3.6265 1.9454 1.4018  -0.0020
H: 2.0566 2.3631 2.0757  -0.0033
H: 2.4205 2.7517 0.4044  -0.0004
C: 3.3623 0.5453 -1.4646  0.0027
H: 4.3227 0.2213 -1.0634  0.0010
H: 3.3900 1.6332 -1.4550  0.0001
H: 3.3607 0.2387 -2.5043  0.0000
C: 2.4459 -2.6015 -1.1101  -0.0053
H: 3.2870 -2.9265 -0.4975  -0.0035
H: 2.8935 -2.3648 -2.0723  0.0003
H: 1.8000 -3.4706 -1.1929  -0.0010
C: -1.7648 -1.6512 -2.8949  0.0010
C: -0.9636 -2.6792 -2.5536  -0.0009
C: -0.5462 -3.7597 -3.5285  -0.0003
C: 0.5089 -3.2251 -4.5104  0.0000
C: 0.8595 -1.7441 -4.2835  0.0001
C: 0.0466 -0.7761 -4.6768  0.0002
C: -1.3226 -1.0354 -5.3071  -0.0001
C: -2.3698 -1.4881 -4.2796  0.0002
H: -1.4188 -4.1189 -4.0746  -0.0001
H: 0.1275 -3.3459 -5.5234  0.0000
H: -0.1861 -4.6296 -2.9793  0.0000
H: -2.8264 -2.4266 -4.5949  0.0000
H: -2.0432 -0.8207 -2.2888  0.0022
H: -0.5219 -2.8467 -1.6064  -0.0002
H: -3.1983 -0.7819 -4.2276  0.0001
H: -1.6507 -0.1730 -5.8848  0.0000
H: 0.4005 0.2131 -4.8303  0.0000
H: -1.2279 -1.8022 -6.0742  0.0000
H: 1.3971 -3.8510 -4.5461  0.0000
H: 1.8754 -1.5111 -4.1089  0.0000
P: -1.9071 -0.8007 1.1869  0.0117
C: -1.7865 -0.8640 3.0831  0.0023
H: -2.7562 -1.0974 3.5214  -0.0004
H: -1.4655 0.0801 3.5165  -0.0010
H: -1.1028 -1.6452 3.4010  -0.0001
C: -3.5828 0.0829 1.1340  0.0107
H: -4.2704 -0.3301 1.8718  0.0011
H: -4.0440 -0.0255 0.1529  -0.0001
H: -3.4586 1.1456 1.3402  0.0000
C: -2.6265 -2.5637 1.1233  -0.0025
H: -3.1217 -2.7504 0.1708  0.0000
H: -3.3744 -2.7093 1.9025  -0.0003
H: -1.8449 -3.3086 1.2658  0.0000
P: -0.4505 1.8852 -1.3004  0.0283
C: 0.9374 2.7733 -2.2825  -0.0003
H: 0.5093 3.4145 -3.0536  -0.0004
H: 1.6310 2.0905 -2.7614  0.0000
H: 1.5673 3.3907 -1.6425  -0.0001
C: -2.0655 2.3414 -2.2058  0.0018
H: -2.0570 2.0017 -3.2303  -0.0002
H: -2.2406 3.4138 -2.2828  0.0009
H: -2.9232 1.9118 -1.6896  0.0002
C: -0.6081 3.6160 -0.4597  0.0258
H: -0.6157 4.4391 -1.1758  0.0018
H: 0.2224 3.8023 0.2220  -0.0003
H: -1.5404 3.6987 0.1005  0.0006
O: -0.8119 1.7214 4.4037  0.2854
Cl: 0.1913 1.7643 3.2238  0.0848
O: -0.3677 3.0259 2.5822  0.4549
O: 1.4162 2.4684 3.9828  0.7122
O: 0.1040 0.9588 1.7521  0.2871

## Properties
Max |F|: 13.6 eV/A
Gap between HOMO and LUMO (alpha / beta): 5.367 / 4.391 eV
<S²>: 3.836
2S+1: 4
Total energy: -2464.789403 Eh
Total charge: +2
HOMO level (alpha / beta): -13.98 / -13.98 eV
E_LUMO (alpha / beta): -8.61 / -9.59 eV

# 2
Formula: C24H45NO6P
Source: the OMol25 dataset
Level of theory: ωB97M-V/def2-TZVPD

Last column: Löwdin charge in e.
Cartesian coordinates (Å):
O: -1.8065 -1.6047 -3.2751  -0.0285
C: -0.5732 -0.9714 -3.5287  -0.2364
C: 0.6529 -1.7836 -3.5957  0.0025
C: 1.9140 -1.0929 -3.8428  -0.0816
C: 1.9857 0.3572 -4.0112  -0.0771
C: 0.7332 1.1264 -3.9078  -0.0391
C: -0.5690 0.4768 -3.6804  -0.1448
C: -1.8825 1.3157 -3.5985  -0.1907
N: -2.3774 1.5658 -2.2349  -0.0708
C: -1.3076 1.7745 -1.2341  -0.1998
C: -1.0183 0.4395 -0.3991  -0.1588
C: -0.6374 0.7264 1.1044  -0.1360
C: 0.8666 0.3483 1.4369  -0.3845
C: 1.3536 -1.1072 0.9527  -0.2565
O: 2.1840 -1.8802 1.8536  -0.4312
P: 2.5438 -0.6655 3.1089  0.3845
O: 1.1125 0.3329 2.8638  -0.4040
H: -1.7002 -2.1721 -2.4899  0.0937
H: 0.5612 -2.8867 -3.4551  0.1128
H: 2.8331 -1.7166 -3.8771  0.0837
H: 2.9469 0.8855 -4.2078  0.0913
H: 0.7971 2.2419 -4.0048  0.1042
H: -2.6780 0.7026 -4.1197  0.1160
H: -1.7724 2.2471 -4.2222  0.1108
H: -3.0657 0.8778 -1.9364  0.0746
H: -0.3808 2.2504 -1.6339  0.1145
H: -1.7268 2.5019 -0.4728  0.1058
H: -1.9128 -0.2383 -0.5009  0.0897
H: -0.1809 -0.0843 -0.9373  0.0912
H: -1.2836 0.1070 1.7964  0.1174
H: -0.8680 1.7984 1.3731  0.0906
H: 1.4737 1.2277 1.0609  0.1252
H: 0.5956 -1.6858 0.3467  0.1053
H: 2.1114 -0.8476 0.1415  0.0926
H: 3.8804 -1.2746 3.1289  -0.0716
H: 3.0934 0.1176 2.0101  -0.0094
H: 3.0538 0.1892 4.1635  -0.0714
H: 1.9226 -1.5836 4.0323  -0.0307
C: 0.2404 4.0461 4.9668  -0.1736
C: -1.1743 4.5924 5.0247  -0.1856
C: -1.4352 4.9459 3.5700  -0.2193
O: -0.6757 4.0293 2.7791  -0.1539
C: 0.2422 3.3209 3.6338  -0.1964
H: 0.4959 3.3961 5.8038  0.1146
H: 0.9570 4.8737 4.9449  0.1106
H: -1.8627 3.8056 5.3475  0.1125
H: -1.2905 5.4441 5.6973  0.1050
H: -1.0869 5.9598 3.3389  0.1109
H: -2.4921 4.8718 3.3026  0.1118
H: -0.1191 2.2955 3.7392  0.1061
H: 1.2291 3.2936 3.1712  0.1243
C: -5.6408 -2.5177 -1.5679  -0.1680
C: -6.3786 -1.6812 -0.5391  -0.1774
C: -5.2527 -1.2630 0.3902  -0.1941
O: -4.0679 -1.1792 -0.4101  -0.1498
C: -4.3218 -1.7750 -1.6874  -0.2067
H: -6.1657 -2.6085 -2.5196  0.1130
H: -5.4693 -3.5242 -1.1745  0.1157
H: -6.8134 -0.7999 -1.0203  0.1141
H: -7.1774 -2.2179 -0.0259  0.1102
H: -5.0803 -2.0131 1.1692  0.1196
H: -5.4393 -0.3005 0.8701  0.1201
H: -4.3843 -0.9701 -2.4272  0.1165
H: -3.4974 -2.4297 -1.9567  0.0984
C: 5.6948 -3.3035 -0.1925  -0.1781
C: 5.8643 -1.8870 -0.7077  -0.1746
C: 4.6658 -1.7422 -1.6288  -0.2282
O: 3.6293 -2.5658 -1.0915  -0.1556
C: 4.1853 -3.4127 -0.0733  -0.1956
H: 6.2105 -3.4941 0.7493  0.1107
H: 6.0662 -4.0170 -0.9369  0.1055
H: 5.7854 -1.1788 0.1219  0.1192
H: 6.8152 -1.7138 -1.2152  0.1058
H: 4.8956 -2.1041 -2.6398  0.1038
H: 4.3127 -0.7107 -1.7001  0.1128
H: 3.8368 -3.0454 0.8956  0.0978
H: 3.8249 -4.4354 -0.2093  0.1147

## Properties
Max |F|: 3.7 eV/A
Gap between HOMO and LUMO: 6.413 eV
Total energy: -1788.853057 Eh
Total charge: -1
HOMO level: -3.94 eV
E_LUMO: 2.47 eV